Entry 1:
{"formula": "C22H16F6N3RuSb", "method": "ωB97M-V with the def2-TZVPD basis set", "spin_multiplicity": 2, "de_lowest_kj_mol": 210.5, "charge": 1, "s_squared": 0.862, "symbols": ["Ru", "C", "C", "C", "C", "N", "C", "C", "C", "C", "C", "C", "N", "C", "C", "C", "C", "C", "N", "H", "H", "H", "H", "H", "H", "H", "H", "H", "H", "H", "C", "C", "C", "C", "C", "C", "C", "H", "H", "H", "H", "H", "F", "Sb", "F", "F", "F", "F", "F"], "xyz": [[-0.7460, -0.0074, 0.1518], [-0.6824, 4.2810, -0.0978], [-0.5441, 4.6397, 1.2437], [-0.4729, 3.6493, 2.1996], [-0.5696, 2.3109, 1.8142], [-0.7268, 1.9797, 0.5016], [-0.7578, 2.9442, -0.4239], [-0.5167, 1.1756, 2.7144], [-0.3025, 1.2022, 4.0883], [-0.2246, 0.0040, 4.7880], [-0.3059, -1.1957, 4.0926], [-0.5165, -1.1734, 2.7180], [-0.6783, 0.0005, 2.0655], [-0.5734, -2.3121, 1.8246], [-0.4924, -3.6498, 2.2167], [-0.5733, -4.6434, 1.2653], [-0.7089, -4.2902, -0.0785], [-0.7717, -2.9544, -0.4112], [-0.7273, -1.9864, 0.5100], [-0.7245, 5.0263, -0.8735], [-0.4832, 5.6787, 1.5242], [-0.3391, 3.9003, 3.2375], [-0.8422, 2.6173, -1.4540], [-0.1742, 2.1453, 4.5901], [-0.0611, 0.0050, 5.8541], [-0.1826, -2.1382, 4.5967], [-0.3634, -3.8964, 3.2564], [-0.5218, -5.6815, 1.5509], [-0.7579, -5.0394, -0.8500], [-0.8538, -2.6308, -1.4428], [-0.7202, 0.0155, -1.8164], [-0.6639, 0.0022, -3.1536], [0.5705, 0.1305, -3.8916], [0.5627, 0.1328, -5.2591], [-0.6301, 0.0036, -5.9828], [-1.8405, -0.1271, -5.2917], [-1.8798, -0.1323, -3.9263], [1.4833, 0.2285, -3.3245], [1.4945, 0.2354, -5.7962], [-0.6171, 0.0035, -7.0618], [-2.7613, -0.2281, -5.8484], [-2.8058, -0.2316, -3.3824], [1.5328, 0.0000, 0.4420], [3.6294, 0.0006, 0.5120], [3.3653, -1.5261, -0.6017], [3.3040, -1.1087, 2.0381], [5.4906, 0.0037, 0.5381], [3.3111, 1.5117, 1.6423], [3.3706, 1.1239, -1.0107]], "forces_ev_per_a": [[1.60, 0.35, -7.02], [0.08, 0.10, 0.46], [-0.04, -0.14, -0.63], [0.00, -0.72, 0.04], [-0.13, 1.21, -0.77], [-0.21, 1.06, 0.31], [0.03, 0.16, -0.07], [-0.02, -0.97, 0.50], [0.01, -0.09, -0.30], [0.02, 0.01, -0.48], [0.01, 0.06, -0.33], [-0.04, 1.03, 0.57], [-0.05, -0.11, 3.27], [-0.16, -1.24, -0.79], [0.02, 0.75, 0.04], [-0.03, 0.13, -0.65], [0.08, -0.10, 0.48], [0.06, -0.17, -0.08], [-0.24, -1.12, 0.30], [0.00, 0.08, -0.09], [0.02, 0.10, 0.06], [0.01, 0.03, 0.15], [-0.05, 0.06, 0.17], [0.00, 0.10, 0.13], [0.01, 0.00, 0.07], [0.01, -0.09, 0.13], [0.01, -0.04, 0.14], [0.01, -0.11, 0.06], [0.00, -0.08, -0.09], [-0.04, -0.05, 0.18], [-1.25, -0.29, 5.83], [0.21, 0.04, -3.57], [-0.73, -0.07, 1.08], [-0.01, -0.01, -0.72], [0.06, 0.01, 0.99], [-0.06, -0.05, -0.65], [0.79, 0.14, 1.06], [0.20, 0.02, 0.02], [0.06, 0.00, 0.01], [0.01, 0.01, -0.08], [-0.04, 0.00, -0.02], [-0.16, -0.01, -0.01], [1.29, 0.01, 0.39], [-3.18, -0.01, 0.12], [0.53, 0.49, 0.32], [0.52, 0.35, -0.54], [-0.24, 0.00, 0.01], [0.53, -0.49, -0.42], [0.52, -0.34, 0.41]], "lowdin_charge": [1.225, -0.011, -0.009, 0.030, -0.171, -0.057, -0.085, -0.170, 0.043, 0.006, 0.042, -0.171, -0.056, -0.170, 0.030, -0.009, -0.011, -0.085, -0.060, 0.118, 0.124, 0.119, 0.107, 0.120, 0.126, 0.120, 0.119, 0.123, 0.118, 0.108, 0.009, -0.318, 0.025, -0.044, 0.001, -0.054, 0.001, 0.125, 0.120, 0.121, 0.118, 0.119, -0.471, 1.471, -0.376, -0.378, -0.326, -0.377, -0.379]}

=====

Entry 2:
{"formula": "C23H35O9P3", "method": "ωB97M-V with the def2-TZVPD basis set", "energy_ha": -2598.0245, "charge": 0, "symbols": ["C", "C", "H", "H", "O", "P", "O", "O", "C", "C", "H", "H", "H", "H", "H", "C", "C", "C", "C", "C", "C", "O", "C", "P", "O", "C", "H", "H", "H", "C", "H", "H", "O", "C", "C", "C", "C", "C", "C", "P", "O", "O", "C", "C", "H", "H", "H", "H", "H", "O", "C", "C", "H", "H", "H", "H", "H", "H", "H", "H", "H", "H", "H", "H", "H", "H", "H", "H", "H", "H"], "xyz": [[0.8159, 4.4883, -2.2707], [-0.6389, 3.8222, -2.5675], [-1.1006, 4.3298, -3.3241], [-1.2543, 3.7894, -1.7679], [-0.6765, 2.5841, -3.3173], [-0.1002, 1.4575, -2.2705], [-0.5284, 1.8056, -0.9001], [-0.9390, 0.0354, -2.9794], [-0.7242, -0.3184, -4.3590], [0.1111, -1.4802, -4.3688], [0.4280, -1.8905, -5.4733], [1.1884, -1.4422, -4.1098], [-0.4914, -2.2728, -3.9030], [-1.6280, -0.4879, -4.6237], [-0.3476, 0.5122, -4.8930], [1.7487, 1.1229, -2.5783], [2.1995, 1.5872, -3.6774], [3.6063, 1.1311, -4.0152], [4.2153, 0.0155, -3.0778], [3.7330, -0.2348, -1.9639], [2.2853, 0.1076, -1.7600], [1.8440, -0.0720, -0.5871], [2.1412, -1.2227, 0.3318], [1.4903, -2.6520, -0.3864], [1.8999, -3.4435, -1.7651], [1.3054, -3.9863, 1.0345], [0.6261, -3.4241, 1.7961], [0.9657, -5.0219, 0.6343], [2.4336, -4.0169, 1.2326], [-0.4343, -2.1739, -0.5571], [-0.4609, -1.5837, -1.3934], [-1.1195, -3.1663, -1.0169], [-0.8326, -1.7763, 0.6734], [-2.1704, -1.0910, 0.7085], [-3.0330, -0.9118, -0.2988], [-4.0674, -0.5049, 0.1172], [-4.6269, -0.1110, 1.2970], [-3.3982, -0.0446, 2.4691], [-2.3245, -0.8003, 2.0480], [-0.8428, -1.1235, 3.1739], [-0.5007, -2.3381, 3.5350], [-1.4385, -0.3975, 4.5687], [-1.2392, -1.0060, 5.7396], [-0.0169, -0.3284, 6.2405], [-0.0345, 0.5485, 6.2798], [0.2305, -0.8893, 7.3674], [0.7367, -0.5727, 5.6269], [-1.2625, -2.0583, 5.8247], [-2.0878, -1.0200, 6.5192], [0.3170, -0.1351, 2.7621], [0.0613, 1.0958, 2.3266], [-0.7447, 2.0287, 3.2152], [-0.8362, 2.9413, 2.9039], [-0.3027, 2.2601, 4.2982], [-1.7654, 1.8360, 3.4548], [1.2858, 1.5744, 2.3626], [-0.4481, 1.1314, 1.2642], [-3.7273, 0.1367, 3.3250], [-5.3927, 0.4036, 1.6133], [-4.8044, -0.0376, -0.4843], [-2.9132, -1.2677, -1.2686], [1.5880, -0.9239, 1.3490], [3.0554, -1.2957, 0.4513], [4.2396, -0.8521, -1.4471], [5.1599, -0.0881, -3.3613], [4.0219, 1.4410, -4.8670], [1.7209, 2.2089, -4.3657], [1.5597, 4.4718, -3.1168], [1.3020, 3.9539, -1.7034], [0.9381, 5.6433, -1.7243]], "forces_ev_per_a": [[-3.98, 6.51, -5.01], [3.46, 1.95, -2.48], [-1.20, 2.61, -1.39], [-1.53, -0.27, 2.76], [2.24, -1.83, 1.87], [-1.59, -2.73, -1.70], [0.34, -0.96, -0.49], [1.72, 3.34, 2.75], [4.64, 2.62, 2.67], [2.59, -3.89, -3.53], [-1.68, 0.96, 1.97], [-0.91, 0.47, 1.22], [0.97, -0.20, 0.13], [-5.96, -1.38, -2.51], [0.50, 1.02, -0.74], [-6.29, -3.01, 5.88], [8.84, -0.55, -5.62], [-4.85, -3.05, 5.95], [-0.96, 8.08, -9.70], [-9.33, 1.40, 1.97], [6.11, 1.63, -2.00], [-3.18, -1.40, 4.76], [-8.42, 4.11, -0.22], [-4.87, -7.91, -4.43], [-0.37, 3.68, 4.51], [1.11, 1.79, -1.08], [1.46, -1.61, -0.87], [0.39, 2.21, 0.55], [-1.64, -0.45, 0.82], [1.43, -5.55, -0.92], [-0.47, 2.60, -1.53], [2.18, 2.17, 1.59], [-3.12, 2.11, -0.41], [5.46, -2.83, 1.67], [12.56, -5.65, -3.53], [-17.26, 7.85, 4.07], [10.91, -1.79, 4.69], [-2.39, -4.24, -10.91], [0.81, 1.94, 1.89], [-7.03, 14.47, -1.72], [4.78, -14.97, 2.95], [-1.78, 0.54, -4.68], [-0.89, 0.05, 4.40], [-0.41, -14.91, 5.60], [-0.99, 13.41, 1.16], [-0.33, 1.99, -2.95], [3.06, -1.23, -2.18], [1.32, -1.64, -1.32], [0.29, 1.78, -1.19], [0.14, -3.57, 1.07], [2.16, 5.73, -2.37], [1.48, -3.36, 5.05], [0.19, 5.33, -2.92], [-0.43, -1.06, -2.10], [-0.78, -1.20, -0.11], [-3.75, -0.87, -0.89], [1.52, -0.18, 1.76], [-1.84, 1.99, 7.62], [-4.47, 2.38, 0.51], [-0.87, -0.76, -2.45], [0.76, -0.08, -1.65], [1.14, -0.89, -2.36], [9.04, -0.42, 1.41], [2.98, -4.33, 4.62], [4.02, -1.42, -0.89], [1.85, 0.92, -3.15], [-0.84, 1.05, -0.62], [-1.42, 0.46, -0.01], [4.52, -5.69, 6.64], [-1.16, -3.32, -1.84]], "lowdin_charge": [-0.027, -0.221, 0.082, 0.065, -0.205, 0.763, -0.255, -0.248, -0.315, -0.089, 0.139, 0.077, 0.087, 0.059, 0.104, -0.209, -0.102, 0.083, -0.046, -0.016, -0.264, -0.054, -0.165, 0.842, -0.446, -0.146, 0.042, 0.081, 0.046, -0.276, 0.010, 0.188, -0.177, -0.138, -0.069, -0.211, 0.102, 0.099, -0.137, 0.527, -0.129, -0.198, -0.374, -0.034, -0.058, 0.174, 0.037, 0.092, 0.141, -0.217, -0.318, -0.083, 0.003, 0.133, 0.052, 0.204, 0.128, 0.009, 0.030, 0.125, 0.131, 0.162, 0.010, 0.061, 0.063, 0.025, 0.092, 0.080, -0.082, 0.163]}